The following is a DFT calculation (ωB97M-V/def2-TZVPD) of 2 unconnected molecules or ions with the total composition C5H5NO in a non-equilibrium geometry.

```
12
Properties=species:S:1:pos:R:3:forces:R:3
O -1.1844 -1.6813 0.3901 -0.206 0.505 0.028
C -1.2410 -0.4685 0.2981 0.228 -0.275 -0.136
C -2.3503 0.4883 0.5970 0.152 0.737 0.078
C -2.6020 1.6742 0.6784 -0.185 -0.521 0.074
C -0.2816 0.5575 0.0321 0.869 -0.596 -0.493
C 2.5478 -0.6998 -0.3742 -0.386 0.169 -0.030
N 1.2965 -0.7018 -0.6039 0.062 0.060 0.597
H -2.8257 2.7125 0.7899 -0.187 -0.170 0.019
H -0.4530 1.0951 -0.8972 0.195 -0.065 -0.034
H 3.0757 -1.5560 0.0650 -0.176 0.025 -0.401
H 3.1533 0.1839 -0.5792 -0.246 0.042 0.158
H 0.8647 -1.6041 -0.3960 -0.120 0.090 0.140
```
Positions in Å, forces in eV/Å.

For the total energy, the calculation gives -8796.9112 eV. The calculation puts the HOMO-LUMO gap at 8.65 eV. The charge is 0. The value obtained for the HOMO energy is -8.76 eV.

=====

The following is a DFT calculation (ωB97M-V/def2-TZVPD) of 2 unconnected molecules or ions with the total composition C2H2F2S2 in a non-equilibrium geometry.

```
8
Properties=species:S:1:pos:R:3:forces:R:3
C 0.0436 0.9442 -0.2335 -2.114 -0.481 0.641
C 0.6018 -0.0643 0.4160 1.804 1.963 -1.481
F 0.0162 2.2320 -0.4185 1.068 -0.604 0.139
F -0.0222 -1.2285 0.5247 -0.184 -0.458 0.253
S -3.0185 -0.6906 0.3777 0.329 0.510 -0.763
S 2.4171 -0.1016 0.4433 -0.818 -0.173 0.763
H -2.4180 -0.0015 -0.6659 -0.426 -0.538 0.783
H 2.3801 -1.0898 -0.4438 0.341 -0.220 -0.334
```
Positions in Å, forces in eV/Å.

As for the expectation value of S²: 2.0139. For the total energy, the calculation gives -29205.9967 eV. The calculation puts the HOMO-LUMO gap (alpha / beta) at 9.26 / 7.23 eV. The charge is 0. The value obtained for the HOMO energy (alpha / beta) is -8.91 / -9.54 eV. Its multiplicity is 3.

=====

The following is a DFT calculation (ωB97M-V/def2-TZVPD) of 2 unconnected molecules or ions with the total composition C3H3N3O in a non-equilibrium geometry.

```
10
Properties=species:S:1:pos:R:3:forces:R:3
N 2.4397 -0.7488 0.6509 -0.740 -0.084 -0.299
C 1.3048 -0.8524 0.2381 0.489 0.028 0.193
C 0.0369 -1.0422 -0.1071 0.146 0.007 0.060
C -1.0136 -0.2464 0.5359 0.088 0.171 0.227
O -0.8217 0.6083 1.3762 -0.091 -0.402 -0.270
H 3.0717 -0.0748 0.2274 -0.065 -0.009 0.018
H -0.2082 -1.7753 -0.8678 0.063 0.104 0.106
H -2.0379 -0.4731 0.1733 0.139 0.022 0.106
N -1.4658 2.7125 -0.7547 0.261 -1.335 -1.299
N -1.3058 1.8920 -1.4722 -0.290 1.499 1.157
```
Positions in Å, forces in eV/Å.

For the total energy, the calculation gives -9676.6167 eV. The calculation puts the HOMO-LUMO gap at 10.10 eV. The charge is 0. The value obtained for the HOMO energy is -9.67 eV. As for the structure (SMILES): N=C=CC=O.N#N.

=====

The following is a DFT calculation (ωB97M-V/def2-TZVPD) of 8 unconnected molecules or ions with the total composition C26H60O20S4 in a non-equilibrium geometry.

```
110
Properties=species:S:1:pos:R:3:forces:R:3
C -0.0583 -3.6913 -1.0252 0.671 0.456 -0.469
C 0.0479 -2.5928 0.0079 0.598 -0.423 0.848
O -0.4523 -1.3451 -0.5088 0.067 0.318 0.093
S -0.2207 -0.0662 0.4356 -0.816 -0.113 -1.201
C -0.7563 1.1669 -0.7439 0.920 -0.479 0.502
O -1.1364 -0.1610 1.5385 0.401 0.100 0.014
O 1.1851 0.1122 0.6648 -0.180 -0.136 0.179
H -1.0228 -3.7282 -1.5274 -0.081 -0.122 0.136
H 0.2328 -4.6553 -0.6086 -0.396 -0.004 0.303
H 0.7251 -3.5083 -1.7677 -0.307 0.130 -0.243
H -0.4500 -2.8232 0.9551 -0.337 0.002 -0.227
H 1.1006 -2.4505 0.2747 -0.026 0.047 -0.110
H -0.4585 2.1021 -0.2707 -0.440 0.187 -0.068
H -1.8017 1.0525 -1.0070 -0.072 0.119 0.181
H -0.1192 1.0240 -1.6137 -0.061 -0.048 -0.027
C -6.9847 -2.5472 -5.1317 -0.748 0.717 -0.731
C -5.5620 -2.6479 -4.6600 -0.239 -0.182 0.623
O -5.5499 -2.2498 -3.2526 0.247 0.090 -0.107
S -4.5735 -3.0666 -2.2939 -0.383 0.807 -0.694
C -4.5263 -1.8487 -0.9907 0.876 -0.820 0.298
O -5.2868 -4.2332 -1.8587 0.593 0.160 0.127
O -3.2982 -3.1876 -2.9636 -0.464 -0.114 0.703
H -7.0997 -2.9755 -6.1309 0.107 -0.319 0.170
H -7.3350 -1.5183 -5.2760 0.422 0.100 0.240
H -7.7213 -2.9736 -4.4538 0.303 -0.441 0.064
H -5.1982 -3.6729 -4.7160 0.024 0.006 -0.170
H -4.8866 -1.9843 -5.1945 0.046 -0.032 -0.037
H -3.9496 -0.9715 -1.2712 -0.359 0.089 -0.461
H -3.9398 -2.3163 -0.1943 -0.252 -0.120 0.065
H -5.5381 -1.6608 -0.6524 -0.035 0.131 -0.087
C 2.6927 1.2949 3.3716 -0.557 -0.718 0.422
C 3.3882 0.1210 2.7040 -0.582 0.865 -0.575
O 4.7083 -0.0024 3.2674 0.526 -0.176 -0.176
S 5.9723 -0.2940 2.3360 -0.257 -0.266 0.713
C 6.6495 -1.5999 3.3512 -0.084 0.284 -0.109
O 5.5139 -0.8319 1.0859 0.074 -0.007 -0.046
O 6.8293 0.8500 2.3407 -0.102 -0.257 0.013
H 3.3040 2.1909 3.4204 0.046 0.031 -0.265
H 2.3887 1.0391 4.3907 0.223 0.029 0.045
H 1.7511 1.4663 2.8485 0.142 0.274 -0.110
H 2.8132 -0.8000 2.8085 0.264 -0.134 0.338
H 3.4318 0.3009 1.6304 0.326 0.002 0.057
H 7.5272 -2.0515 2.8963 -0.047 0.142 -0.213
H 5.8518 -2.3265 3.4761 0.052 -0.082 -0.022
H 6.9162 -1.1664 4.3120 -0.044 0.054 -0.013
C 3.8945 -3.6005 -1.7172 0.106 -0.462 -0.250
C 3.8109 -2.1727 -1.2215 0.859 -0.827 0.773
O 2.9847 -1.3485 -2.0425 0.034 0.268 -0.673
S 3.7125 -0.1993 -2.9008 -0.075 0.550 1.840
C 3.9959 1.0391 -1.6076 -0.764 -0.611 -0.969
O 5.0044 -0.6380 -3.3266 -0.273 -0.224 -0.476
O 2.6937 0.2648 -3.7905 0.273 -0.108 -0.124
H 4.1738 -3.6501 -2.7713 -0.314 0.136 -0.054
H 2.9835 -4.1690 -1.5236 -0.110 0.132 -0.284
H 4.6901 -4.1611 -1.2185 0.008 0.321 0.298
H 3.4079 -2.1643 -0.2075 -0.179 0.259 -0.083
H 4.8279 -1.7901 -1.1402 -0.135 0.309 -0.161
H 4.3790 1.8973 -2.1539 0.218 0.094 0.269
H 4.6675 0.6207 -0.8643 0.192 0.095 -0.055
H 3.0179 1.2521 -1.1780 0.057 0.085 0.060
C -0.5150 -0.7858 -3.8138 0.390 -0.772 0.746
O -0.9613 -0.0536 -4.9443 0.066 -0.085 -0.317
C -2.1468 0.5374 -4.8938 -0.083 -0.343 -0.197
O -2.8846 0.6327 -3.9458 0.137 0.132 0.246
O -2.4167 0.9842 -6.1243 0.252 0.102 0.028
C -3.5205 1.8697 -6.2297 -0.377 0.495 0.320
H -0.0495 -1.7285 -4.1075 -0.217 0.114 -0.632
H -1.3308 -1.0632 -3.1493 -0.047 0.374 0.064
H 0.3030 -0.2684 -3.3143 -0.302 0.364 0.069
H -3.3129 2.8224 -5.7333 0.188 -0.085 -0.047
H -4.4168 1.4758 -5.7508 0.039 -0.233 -0.186
H -3.6716 2.0565 -7.2872 -0.034 -0.148 -0.033
C 2.6957 6.5606 -0.8303 -0.720 0.550 0.508
O 1.7352 5.5003 -0.9445 0.114 0.071 -0.456
C 1.5224 5.0778 -2.1984 -0.127 -0.212 0.234
O 1.9851 5.5373 -3.2042 0.069 0.059 -0.093
O 0.6858 4.0400 -2.1258 0.194 -0.001 0.258
C 0.2587 3.4529 -3.3467 -0.244 0.252 -0.795
H 3.6956 6.1428 -0.7942 0.121 0.154 -0.127
H 2.4341 7.0788 0.0937 0.281 -0.357 0.175
H 2.5530 7.3207 -1.5961 0.266 -0.369 -0.381
H 1.0439 2.9879 -3.9463 0.257 -0.224 0.571
H -0.1645 4.1913 -4.0331 -0.209 0.136 0.348
H -0.4993 2.7447 -3.0309 -0.022 -0.141 -0.300
C -1.9907 -2.4596 4.1979 0.373 0.979 0.225
C -1.4852 -1.6271 5.4180 -1.085 -0.797 -1.271
C -0.0160 -1.6223 5.1164 0.518 -0.707 0.365
O 0.2590 -2.9892 4.7594 -0.050 0.018 -0.011
C -0.8929 -3.5258 4.0963 -0.426 0.337 0.161
H -1.9791 -1.8118 3.3176 -0.160 -0.146 -0.063
H -3.0020 -2.8068 4.3974 0.053 -0.322 -0.263
H -1.7800 -2.2875 6.2356 0.560 0.551 0.655
H -1.9954 -0.6682 5.4644 0.153 0.076 0.210
H 0.6191 -1.3831 5.9696 0.058 0.036 -0.069
H 0.2602 -1.0038 4.2561 -0.252 0.374 0.133
H -1.2118 -4.4329 4.6123 0.232 -0.163 -0.102
H -0.6472 -3.7358 3.0548 0.034 -0.228 0.006
C -2.3019 4.0137 5.1569 0.725 -0.252 -0.761
C -2.3809 2.4921 5.2482 -1.037 0.058 0.876
C -1.5728 2.0107 4.0759 0.707 1.193 0.682
O -0.4573 2.9360 4.0837 0.218 -0.467 0.466
C -0.8352 4.1873 4.7103 -0.466 -0.645 -0.908
H -2.5284 4.5138 6.0930 -0.122 0.139 -0.061
H -2.9187 4.3695 4.3296 -0.345 0.087 0.309
H -3.4091 2.1232 5.3170 0.038 0.019 -0.348
H -1.9236 2.1844 6.1945 0.245 -0.115 -0.163
H -2.0735 2.1482 3.1168 -0.242 -0.537 0.003
H -1.1934 1.0118 4.2686 0.057 -0.105 -0.582
H -0.7241 4.8708 3.8670 0.004 0.702 0.592
H -0.1891 4.4258 5.5547 0.263 -0.079 -0.172
```
Positions in Å, forces in eV/Å.

For the total energy, the calculation gives -112223.2392 eV. The calculation puts the HOMO-LUMO gap at 9.98 eV. The charge is 0. The value obtained for the HOMO energy is -9.58 eV. As for the structure (SMILES): CCOS(C)(=O)=O.CCOS(C)(=O)=O.CCOS(C)(=O)=O.CCOS(C)(=O)=O.COC(=O)OC.COC(=O)OC.C1CCOC1.C1CCOC1.

=====

The following is a DFT calculation (ωB97M-V/def2-TZVPD) of 6 unconnected molecules or ions with the total composition CH14N2O6 in a non-equilibrium geometry.

```
23
Properties=species:S:1:pos:R:3:forces:R:3
N -3.5765 1.6383 -1.9687 0.882 0.401 0.097
C -2.9298 1.4817 -0.7639 0.085 -0.162 0.736
N -1.6587 2.0590 -0.7214 -1.420 0.045 -0.873
O -3.4190 0.9303 0.1978 -0.220 -0.035 -0.078
H -3.0467 2.1194 -2.6734 -0.445 -0.095 -0.340
H -4.3588 1.0652 -2.2151 -0.050 -0.049 0.115
H -1.1634 1.8897 0.1350 0.221 -0.248 -0.101
H -1.2206 2.0109 -1.6258 0.759 0.198 0.399
O 1.4507 0.8425 3.1470 0.020 -0.024 -0.116
H 1.0284 0.6637 2.2850 0.077 -0.109 0.319
H 2.3584 1.0873 2.9511 -0.010 0.092 0.034
O 2.2562 -3.9015 1.0750 0.009 0.096 -0.063
H 1.4966 -3.3873 0.7799 -0.101 0.011 0.001
H 2.3896 -3.6316 1.9886 0.000 -0.022 0.027
O -0.0132 -2.2325 -0.6829 0.369 -0.126 -0.179
H 0.7088 -1.9695 -1.2652 0.010 -0.115 -0.069
H -0.4462 -2.9569 -1.1461 -0.167 0.006 0.107
O 0.2358 0.1351 0.7623 0.091 0.081 -0.271
H 0.1103 -0.7209 0.3213 -0.322 0.149 0.287
H 0.6222 0.7092 0.0903 0.234 -0.070 0.046
O 2.9208 1.0888 -0.2025 -0.131 -0.043 -0.090
H 3.0544 0.4672 0.5214 -0.020 -0.019 0.013
H 3.2007 0.6118 -0.9897 0.128 0.039 0.000
```
Positions in Å, forces in eV/Å.

For the total energy, the calculation gives -16530.2553 eV. The calculation puts the HOMO-LUMO gap at 9.52 eV. The charge is 0. The value obtained for the HOMO energy is -9.80 eV. As for the structure (SMILES): NC(N)=O.O.O.O.O.O.

=====

What is the charge in the fifth record?
0